This record from the Open Molecules 2025 dataset describes a 3-piece molecular cluster, C19H24BF18N2O5 overall. The level of theory is ωB97M-V with the def2-TZVPD basis set.

Structure (ORCA input):
```
! RIJCOSX wB97M-V def2-TZVPD def2/J DEFGRID3
* xyz -1 1
F -1.390 -2.703 0.577
F 3.614 5.273 0.683
F -1.876 -3.883 7.586
F -2.493 -0.387 3.213
F 0.477 6.372 1.908
F -1.548 0.104 5.105
F -0.723 -3.572 5.793
F 2.707 4.431 -1.758
F 0.688 -2.816 8.056
F 0.486 -1.816 4.485
F 0.138 -1.045 6.928
F 1.076 4.312 1.706
F 0.556 -2.991 -6.401
F 3.277 1.798 -1.218
F 0.237 -0.223 3.041
F 3.130 5.876 2.712
F 2.772 2.829 0.618
F 1.248 3.044 -2.570
O 0.692 -0.393 -1.473
O 0.591 -5.032 -5.264
O 0.888 5.611 -0.124
O -2.059 -2.913 -4.682
O -2.417 -2.174 6.297
N 0.175 -3.170 -3.942
N -1.469 1.672 -5.302
C -1.605 -2.879 -0.867
C -0.377 -1.306 3.583
C 1.718 3.573 -1.403
C -1.720 0.378 -5.153
C 1.848 -1.249 -1.530
C 3.092 -0.628 -2.348
C -1.712 -0.900 4.209
C 0.039 -0.248 -2.770
C 1.303 5.545 1.223
C -1.332 -2.923 6.801
C -2.524 -2.034 4.871
C 0.556 4.377 -0.781
C 2.752 6.008 1.416
C -0.368 -2.074 7.638
C 2.262 2.419 -0.562
C -2.407 -0.146 -3.782
C -1.148 -2.464 -3.922
C 0.451 -3.796 -5.228
C -2.076 -1.480 -1.517
B -1.346 -1.127 -2.948
H -2.788 0.722 -3.142
H -3.576 -1.780 4.713
H -2.393 -2.991 4.359
H -0.097 3.753 -0.164
H -1.848 -0.683 -0.713
H 1.488 1.671 -0.367
H -0.587 -3.160 -1.290
H -1.780 2.176 -4.446
H 3.181 -1.256 -3.314
H -0.234 0.872 -2.865
H -2.398 -3.697 -0.990
H 2.802 0.418 -2.704
H 2.870 7.053 1.124
H 0.095 -3.945 -3.256
H 4.079 -0.664 -1.783
H -3.203 -1.448 -1.696
H -1.480 -0.399 -5.958
H -3.347 -0.723 -4.124
H 1.583 -2.317 -1.863
H 2.214 -1.361 -0.438
H 0.703 -0.481 -3.670
H -0.074 4.689 -1.618
H -0.871 -1.661 8.515
H -0.522 -2.039 2.785
*
```

Summary:
energy relative to the best compared isomer or geometry (same formula, charge and spin)	199.8	kJ/mol
E_HOMO	-5.77	eV